129
Properties=species:S:1:pos:R:3 method="wB97M-V/def2-TZVPD" max_force_ev_per_a=13.93 e_tot_ev=-111763.6945 lumo_energy_ha=-0.1565 total_charge=+1 relative_energy_ev=17.996 spin_multiplicity=1 orbital_gap_ev=1.9
C 2.2166 -3.8214 0.4308
B 1.0689 -2.6270 0.6969
O 0.6923 -2.4985 2.1505
C 0.4326 -1.6685 -0.5025
C 1.7663 -1.3308 -1.3805
C 1.8036 0.1213 -2.1296
O 0.7792 0.9005 -2.4608
O 3.1677 0.6700 -2.4324
C -0.0941 -0.3819 0.3577
C 0.5659 0.6328 1.4402
C 1.8554 1.5030 0.9518
O 1.4963 2.7476 0.1943
C 1.0714 3.7910 1.1801
C 2.0908 4.6742 2.1114
O -0.2696 3.9687 1.3290
N -1.4251 -0.1480 0.1320
C -2.2011 -1.0937 -0.8104
C -3.3312 -1.6613 0.2850
N -2.7753 -1.6711 1.7255
S -3.1157 -0.1640 -2.1664
O -4.2671 0.7557 -1.5946
O -2.2072 0.8717 -2.9393
F -3.9595 -1.2264 -3.2728
C -0.9710 -2.1427 -1.2466
I -0.6640 -2.1854 -3.4681
P -1.4896 -4.0200 -1.0915
C -0.0263 -5.1465 -1.7193
O -1.7868 -4.4673 0.5638
H 3.1037 -3.6620 1.1786
H 1.7147 -4.8572 0.7361
H 2.5259 -3.9200 -0.6924
H 0.1233 -3.3052 2.4164
H 2.0899 -2.1955 -2.1380
H 2.6697 -1.2884 -0.5979
H 3.5822 0.1539 -3.1847
H -0.2788 1.3980 1.7750
H 0.8910 0.0842 2.4498
H 2.7003 0.8741 0.3992
H 2.3873 1.9076 1.9414
H 1.5635 5.6740 2.4903
H 2.4122 4.0542 3.0746
H 3.0822 4.9693 1.5151
H -1.9876 0.6132 0.5710
H -3.7943 -2.6949 -0.0302
H -4.2712 -0.9280 0.3687
H -1.8611 -2.1657 1.7725
H -3.4699 -2.2881 2.2395
H -0.3653 -5.7725 -2.6557
H 0.9163 -4.5270 -2.0309
H 0.1654 -5.8990 -0.8264
H -2.6892 -4.9398 0.6063
C 3.1939 -2.1486 4.5369
C 3.0748 -0.6741 4.1878
N 2.9762 0.5492 3.8982
H 2.2225 -2.6380 4.4242
H 3.9153 -2.6320 3.8724
H 3.5313 -2.2609 5.5709
C -0.8306 -2.3810 -8.1567
C 0.0095 -2.9595 -7.0298
N 0.7066 -3.4394 -6.0950
H -1.8109 -2.8651 -8.1771
H -0.9671 -1.3065 -8.0062
H -0.3321 -2.5458 -9.1158
C 4.9997 -6.2883 2.8730
C 4.8806 -4.8138 2.5239
N 4.7820 -3.5905 2.2343
H 4.0283 -6.7777 2.7602
H 5.7212 -6.7717 2.2085
H 5.3371 -6.4006 3.9070
C -1.8426 -0.7269 -11.6759
C -1.7607 -2.2334 -11.4916
N -1.6928 -3.4832 -11.3388
H -0.9147 -0.2588 -11.3359
H -1.9956 -0.4882 -12.7320
H -2.6776 -0.3251 -11.0954
C 2.1241 -7.4527 6.0639
C 2.0760 -6.6926 4.7486
N 2.0360 -6.0620 3.6573
H 2.8325 -6.9738 6.7455
H 1.1335 -7.4595 6.5271
H 2.4417 -8.4840 5.8871
C 6.7577 -6.6344 -1.6568
C 6.8681 -7.5387 -0.4400
N 6.9597 -8.2889 0.5694
H 5.7253 -6.2941 -1.7758
H 7.4077 -5.7636 -1.5343
H 7.0587 -7.1800 -2.5553
C 1.4219 4.3411 6.1602
C 2.4702 5.4326 6.0187
N 3.3399 6.3381 5.9012
H 1.4927 3.8824 7.1503
H 0.4221 4.7661 6.0354
H 1.5795 3.5720 5.3992
C -1.7741 6.2449 -0.1042
C -1.6564 7.7600 -0.0700
N -1.5588 9.0168 -0.0416
H -2.7575 5.9559 -0.4851
H -1.0026 5.8257 -0.7560
H -1.6488 5.8384 0.9031
C 1.3667 11.1574 -2.1152
C 0.2309 10.4216 -1.4233
N -0.7115 9.8112 -0.8492
H 1.7407 10.5624 -2.9529
H 1.0118 12.1203 -2.4929
H 2.1833 11.3310 -1.4090
C -6.1476 3.2112 -0.3671
C -6.4604 4.4152 0.5063
N -6.7199 5.4141 1.2308
H -6.9370 2.4615 -0.2650
H -6.0810 3.5177 -1.4146
H -5.1947 2.7685 -0.0642
C 0.0638 4.6712 10.5506
C 0.5379 3.4061 9.8541
N 0.9311 2.3566 9.2764
H 0.9098 5.3430 10.7199
H -0.6781 5.1824 9.9308
H -0.3892 4.4193 11.5134
C -6.0738 -2.7545 -10.6441
C -5.2568 -1.5010 -10.3767
N -4.5790 -0.4610 -10.1548
H -6.5656 -2.6783 -11.6177
H -5.4213 -3.6321 -10.6426
H -6.8353 -2.8756 -9.8688
C -4.4368 5.0309 3.9848
C -3.5967 4.4525 5.1116
N -2.8996 3.9726 6.0465
H -5.4171 4.5469 3.9644
H -4.5734 6.1054 4.1353
H -3.9383 4.8662 3.0256

***

27
Properties=species:S:1:pos:R:3 method="wB97M-V/def2-TZVPD" max_force_ev_per_a=6.26 e_tot_ev=-13134.3713 lumo_energy_ha=0.0172 relative_energy_ev=6.420 spin_multiplicity=1 orbital_gap_ev=8.9
C -2.9813 -1.2152 -0.9936
C -0.6911 -0.9749 -0.6647
C 0.2366 -2.2526 -0.2849
C 1.7046 -1.9743 -0.5858
C 2.2179 -0.6096 0.0987
C 1.2492 0.5255 0.1011
C 1.8021 1.8028 0.5913
C 0.7340 2.7620 0.9764
C -0.5597 2.4689 0.9113
C -0.9495 1.3622 0.1897
C -0.0890 0.3329 -0.2024
H -3.1950 -0.2479 -1.6222
H -2.7041 -2.0910 -1.6561
H -3.8645 -1.2376 -0.4437
H -1.9572 -0.0419 0.8926
H -0.7388 -0.9455 -1.8318
H -0.2958 -3.2478 -0.7558
H 0.1806 -2.3217 0.8904
H 1.8293 -1.7285 -1.7126
H 2.3477 -2.8330 -0.5626
H 2.7555 -0.4546 1.2672
H 3.2447 -0.2610 -0.3103
H 2.8465 2.0769 0.3192
H 0.9847 3.6475 1.6884
H -1.3581 3.1644 1.4714
H -2.0301 1.0015 0.2400
N -2.0128 -1.1207 0.1862

***

16
Properties=species:S:1:pos:R:3 method="wB97M-V/def2-TZVPD" max_force_ev_per_a=6.52 e_tot_ev=-31168.0286 lumo_energy_ha=0.0191 relative_energy_ev=5.403 spin_multiplicity=1 orbital_gap_ev=9.6
C 0.0808 0.2801 -0.7239
C -0.9830 0.0075 0.3679
C -0.2220 -1.3843 0.6112
C 0.9674 -0.9783 -0.2007
H 0.7916 2.2185 -1.5157
H 0.6066 2.4219 0.2403
H -0.3308 -0.0499 -1.7761
H -0.8438 0.6610 1.3680
H -2.9992 0.8545 1.3994
H -0.1248 -1.6080 1.7290
H 1.1192 -1.8025 -0.9983
H 2.6765 0.1902 -0.1375
N 0.8897 1.6230 -0.5865
O 2.1223 -0.6301 0.6636
S -2.6613 0.4805 0.0438
Cl -1.0890 -2.2842 -0.4846

***

51
Properties=species:S:1:pos:R:3 method="wB97M-V/def2-TZVPD" max_force_ev_per_a=2.93 e_tot_ev=-57885.5249 lumo_energy_ha="0.1771 / 0.1762" total_charge=-2 spin_multiplicity=1 orbital_gap_ev="1.4 / 5.9"
Lu -0.0120 -0.0024 0.1952
C 0.7108 -1.9007 1.6196
C -0.7322 -1.8588 1.6362
C -1.2175 -2.1999 0.3571
H -1.4572 -1.5641 2.3996
C -0.0403 -2.4238 -0.4832
C 1.1611 -2.2475 0.3289
H 2.1842 -2.2820 0.0127
H 1.4424 -1.5832 2.3805
H -2.2542 -2.1815 0.0788
H -0.0576 -2.7618 -1.4972
C 1.5527 1.8230 0.7391
C 2.3662 0.6793 0.4002
C 2.2033 0.4214 -1.0134
H 2.9717 0.1025 1.0928
C 1.2897 1.4029 -1.5253
C 0.8751 2.2687 -0.4509
H 0.1661 3.0942 -0.5016
H 1.4100 2.2524 1.7207
H 2.6552 -0.3801 -1.5926
H 0.9979 1.4966 -2.5647
O -1.2091 -0.0253 -1.5269
C -0.7941 0.2841 -4.4498
C -2.0404 0.4974 -3.6998
C -0.2973 -1.0756 -4.6806
C -0.1468 1.4357 -5.0954
C -1.8466 0.9821 -2.2226
H -2.5771 -0.4658 -3.6260
H -2.6480 1.2728 -4.1989
H -1.2506 1.9379 -2.2161
H -2.8333 1.1795 -1.7387
H -0.7893 -1.5163 -5.5651
H -0.4992 -1.7329 -3.8208
H 0.7836 -1.0875 -4.8836
H -0.5811 1.6136 -6.0928
H 0.9281 1.2684 -5.2493
H -0.2735 2.3673 -4.5231
C 1.2807 0.8327 4.0684
C -0.0047 0.1429 3.6453
C -0.0544 -1.2110 4.3860
C -1.2750 0.9389 3.9478
O -0.0748 0.2936 2.2382
H 1.3291 0.7944 5.1676
H 1.2481 1.8542 3.6438
H 2.1421 0.3036 3.6022
H -0.0505 -0.9415 5.4543
H -0.9470 -1.8258 4.2328
H 0.8187 -1.8592 4.2446
H -1.2012 1.8681 3.3360
H -2.1345 0.3557 3.5405
H -1.3202 1.1134 5.0262

***

59
Properties=species:S:1:pos:R:3 method="wB97M-V/def2-TZVPD" max_force_ev_per_a=1.87 e_tot_ev=-110628.4482 lumo_energy_ha="0.0836 / 0.0834" total_charge=-1 relative_energy_ev=0.678 spin_multiplicity=4 orbital_gap_ev="4.3 / 7.7"
Tm 0.4129 0.0332 -0.3508
C -2.1076 0.4459 3.3938
C -2.7419 1.2609 2.2790
S -1.5892 2.1739 1.1814
C -0.7671 3.2941 2.3883
C 0.7465 3.2954 2.2678
S 1.5398 1.6600 2.1888
C 1.1230 0.9999 3.8619
C 0.5876 -0.4181 3.7997
S -0.8494 -0.7115 2.7169
H -2.8818 -0.1509 3.8774
H -1.6389 1.0766 4.1459
H -3.4706 1.9682 2.6844
H -3.2374 0.5921 1.5766
H -1.1022 2.9870 3.3778
H -1.1374 4.3016 2.1875
H 1.1840 3.8634 3.0907
H 1.0481 3.7524 1.3184
H 0.4144 1.6809 4.3319
H 2.0400 1.0011 4.4554
H 0.3419 -0.7726 4.8034
H 1.3267 -1.0774 3.3464
N -1.1858 1.4678 -1.9823
C -0.9270 2.8344 -2.4214
C 0.5832 3.0504 -2.5128
C 1.1451 3.0802 -1.0758
O 1.2833 4.1774 -0.5338
O 1.3773 1.9607 -0.5273
H -0.9062 0.8398 -2.7359
H -2.1798 1.3193 -1.8199
H -1.3475 3.5281 -1.6850
H -1.3894 3.0550 -3.4015
H 0.8049 4.0097 -2.9808
H 1.0282 2.2358 -3.0878
F 1.2230 -1.1371 1.0002
F 4.7623 -3.4791 -4.8832
C 3.8174 -2.6880 -4.3215
C 3.0631 -1.8360 -5.1198
F 3.3018 -1.7981 -6.4523
C 2.0729 -1.0242 -4.5680
F 1.3779 -0.1977 -5.3966
C 1.7830 -1.0304 -3.1813
O 0.8679 -0.3497 -2.6054
C 2.6140 -1.8890 -2.4222
F 2.3941 -1.8188 -1.0684
C 3.6006 -2.7096 -2.9491
F 4.3265 -3.5221 -2.1527
O -1.5506 -0.7811 -0.4212
N -1.7331 -2.0410 0.0056
C -2.8641 -2.3619 0.7259
C -3.0425 -3.6166 1.2201
C -2.0728 -4.6111 1.0165
C -0.9192 -4.2555 0.2847
C -0.7763 -3.0030 -0.2223
H -3.5674 -1.5567 0.8640
H -3.9465 -3.8483 1.7655
H -2.1971 -5.6049 1.4095
H -0.1407 -4.9836 0.1153
H 0.0802 -2.6738 -0.8012

***

15
Properties=species:S:1:pos:R:3 method="wB97M-V/def2-TZVPD" max_force_ev_per_a=5.32 e_tot_ev=-5790.5387 lumo_energy_ha=-0.2140 total_charge=+1 relative_energy_ev=3.319 spin_multiplicity=1 orbital_gap_ev=8.0
C -0.9976 0.5577 0.1609
C 0.4964 0.0230 0.0882
C 1.6016 0.9076 -0.1039
C 0.6653 -1.4205 0.0011
N -2.2056 -0.1433 0.0094
H -0.7725 0.9478 1.1978
H -1.2009 1.3834 -0.5155
H 2.4336 0.4826 0.4421
H 1.3790 2.0105 0.0681
H 1.8715 0.8922 -1.1042
H 0.0197 -1.9875 0.6143
H 1.7068 -1.5457 -0.0647
H 0.3310 -1.4842 -0.9547
H -2.9495 0.5487 -0.1600
H -2.3786 -1.1725 0.3209